Here is C27H32BN9OReSSi2 as an isolated structure from the Open Molecules 2025 dataset. Energies are from the ωB97M-V functional and the def2-TZVPD basis.

ΔE to the lowest compared entry with this formula, charge and spin (kcal per mole): 3.2
HOMO (alpha / beta) (eV): -6.9 / -7.1
LUMO energy (alpha / beta) (eV): 0.07 / -0.13
Orbital gap (alpha / beta) (hartree): 0.2560 / 0.2575
<S²>: 0.758

Geometry as ORCA input:
```
! wB97M-V def2-TZVPD RIJCOSX def2/J DEFGRID3
* xyz 0 2
Re -0.238 0.118 -0.709
C 3.760 -1.145 -1.856
C 2.373 -1.194 -1.939
N 1.823 -0.342 -1.073
N 2.842 0.274 -0.434
C 4.014 -0.189 -0.894
B 2.557 1.518 0.447
N 1.850 2.551 -0.452
C 2.189 3.763 -0.922
C 1.156 4.225 -1.713
C 0.203 3.210 -1.672
N 0.621 2.206 -0.909
N 1.590 1.128 1.590
C 1.729 1.355 2.909
C 0.619 0.864 3.555
C -0.187 0.366 2.534
N 0.387 0.549 1.345
N 3.877 1.961 1.060
C 4.648 1.195 1.873
C 5.771 1.914 2.195
C 5.598 3.135 1.518
N 4.466 3.158 0.839
H 4.476 -1.707 -2.428
H 1.751 -1.783 -2.588
H 4.943 0.214 -0.529
H 3.127 4.202 -0.636
H 1.103 5.162 -2.237
H -0.763 3.157 -2.144
H 2.611 1.834 3.294
H 0.423 0.862 4.612
H -1.124 -0.153 2.611
H 4.337 0.201 2.155
H 6.588 1.607 2.825
H 6.249 3.995 1.497
C -3.828 -1.035 -0.854
Si -2.452 -0.489 0.335
C -3.250 0.958 1.271
C -2.389 -1.970 1.515
C -3.409 -2.330 2.404
C -3.326 -3.495 3.146
C -2.221 -4.333 2.999
C -1.214 -3.990 2.115
C -1.284 -2.805 1.372
Si 0.069 -2.256 0.177
C 0.226 -3.671 -1.074
C 1.655 -2.383 1.220
H -4.613 -1.450 -0.214
H -3.510 -1.835 -1.527
H -4.285 -0.240 -1.446
H -4.106 0.595 1.847
H -3.626 1.684 0.549
H -2.592 1.495 1.951
H -4.283 -1.695 2.521
H -4.120 -3.760 3.835
H -2.154 -5.248 3.575
H -0.359 -4.651 2.008
H 0.135 -4.616 -0.531
H 1.196 -3.683 -1.569
H -0.556 -3.650 -1.835
H 1.864 -3.436 1.429
H 1.547 -1.872 2.179
H 2.531 -1.978 0.712
O -1.881 1.398 -1.170
N -2.466 1.265 -2.388
C -3.462 2.150 -2.629
C -4.166 2.095 -3.796
C -3.838 1.094 -4.723
C -2.822 0.221 -4.449
C -2.083 0.310 -3.251
S -0.763 -0.703 -2.839
H -3.633 2.851 -1.827
H -4.956 2.808 -3.974
H -4.393 1.006 -5.647
H -2.550 -0.565 -5.140
*
```

Taken from the Mulliken analysis, the atomic charges in e are:
1. Re 1.85
2. C -1.65
3. C -0.22
4. N -0.57
5. N 1.23
6. C -0.13
7. B 0.40
8. N 0.16
9. C -0.05
10. C -1.42
11. C -0.04
12. N -0.40
13. N 0.77
14. C -0.16
15. C -1.69
16. C -0.44
17. N -0.46
18. N 0.88
19. C -0.38
20. C -1.08
21. C -0.35
22. N -1.16
23. H 0.46
24. H 0.67
25. H 0.45
26. H 0.53
27. H 0.47
28. H 0.40
29. H 0.49
30. H 0.47
31. H 0.57
32. H 0.52
33. H 0.47
34. H 0.43
35. C -1.50
36. Si 1.51
37. C -1.35
38. C 0.23
39. C -0.89
40. C -0.71
41. C -0.71
42. C -0.66
43. C 0.51
44. Si 0.63
45. C -1.29
46. C -1.46
47. H 0.46
48. H 0.28
49. H 0.32
50. H 0.38
51. H 0.13
52. H 0.36
53. H 0.30
54. H 0.40
55. H 0.39
56. H 0.32
57. H 0.44
58. H 0.37
59. H 0.27
60. H 0.59
61. H 0.29
62. H 0.27
63. O -0.68
64. N 0.34
65. C -0.29
66. C -0.82
67. C -0.35
68. C -0.85
69. C 0.63
70. S -0.67
71. H 0.52
72. H 0.43
73. H 0.39
74. H 0.47

Here is a 2-piece molecular cluster, C2H2O2S2 overall at a distorted geometry from the Open Molecules 2025 dataset. Energies are from the ωB97M-V functional and the def2-TZVPD basis.

ΔE to the lowest compared entry with this formula, charge and spin (kcal per mole): 48.3
HOMO (eV): -9.7
LUMO energy (eV): -1.87
Orbital gap (hartree): 0.2897

Geometry as ORCA input:
```
! wB97M-V def2-TZVPD RIJCOSX def2/J DEFGRID3
* xyz 0 1
C -0.234 -1.444 0.619
C -0.066 -0.239 0.196
O -0.250 -4.164 -1.298
O -0.378 -2.517 1.043
S 1.002 -4.218 -0.512
S 2.667 -3.656 -1.340
H 0.070 0.426 0.940
H 0.140 -0.160 -0.937
*
```

Taken from the Mulliken analysis, the atomic charges in e are:
1. C 0.83
2. C -0.92
3. O -0.38
4. O -0.42
5. S 0.48
6. S -0.14
7. H 0.31
8. H 0.23

Here is an isolated molecule of C9H10O3 at a distorted geometry from the Open Molecules 2025 dataset. Energies are from the ωB97M-V functional and the def2-TZVPD basis.

ΔE to the lowest compared entry with this formula, charge and spin (kcal per mole): 71.4
HOMO (eV): -9.2
LUMO energy (eV): 0.07
Orbital gap (hartree): 0.3403
SMILES string: COc1cccc(O)c1C(C)=O

Geometry as ORCA input:
```
! wB97M-V def2-TZVPD RIJCOSX def2/J DEFGRID3
* xyz 0 1
C -2.808 -0.367 0.688
O -2.050 -0.781 -0.509
C -0.696 -0.917 -0.169
C -0.256 -2.212 -0.343
C 1.141 -2.416 -0.293
C 2.037 -1.353 -0.085
C 1.568 -0.065 0.243
O 2.355 0.998 0.670
C 0.224 0.237 -0.133
C -0.302 1.509 -0.170
C 0.487 2.711 -0.728
O -1.413 1.797 0.152
H -2.882 -1.161 1.496
H -3.804 -0.089 0.331
H -2.350 0.544 1.035
H -0.977 -3.022 -0.393
H 1.328 -3.378 -0.388
H 3.126 -1.578 0.298
H 3.197 0.668 0.931
H -0.081 3.557 -0.334
H 0.662 2.725 -1.843
H 1.494 2.592 -0.455
*
```

Taken from the Mulliken analysis, the atomic charges in e are:
1. C -0.74
2. O -0.41
3. C 0.40
4. C -0.45
5. C -0.51
6. C -0.63
7. C 0.75
8. O -0.51
9. C -0.11
10. C 0.80
11. C -1.21
12. O -0.58
13. H 0.24
14. H 0.26
15. H 0.38
16. H 0.38
17. H 0.54
18. H 0.14
19. H 0.32
20. H 0.34
21. H 0.27
22. H 0.33

Here is an isolated molecule of C5H8N2 at a distorted geometry from the Open Molecules 2025 dataset. Energies are from the ωB97M-V functional and the def2-TZVPD basis.

ΔE to the lowest compared entry with this formula, charge and spin (kcal per mole): 49.7
HOMO (eV): -8.2
LUMO energy (eV): 0.98
Orbital gap (hartree): 0.3378
SMILES string: CNn1cccc1

Geometry as ORCA input:
```
! wB97M-V def2-TZVPD RIJCOSX def2/J DEFGRID3
* xyz 0 1
C -2.213 0.017 0.401
N -1.325 -0.377 -0.684
N 0.040 -0.171 -0.346
C 0.838 -1.212 -0.144
C 2.100 -0.701 0.095
C 2.052 0.685 -0.026
C 0.712 1.034 -0.198
H -1.890 -0.468 1.319
H -2.143 1.094 0.697
H -3.336 -0.189 0.250
H -1.555 0.395 -1.465
H 0.509 -2.274 -0.050
H 3.078 -1.243 0.295
H 2.888 1.383 0.158
H 0.245 2.026 -0.301
*
```

Taken from the Mulliken analysis, the atomic charges in e are:
1. C -0.76
2. N -0.78
3. N 0.47
4. C -0.20
5. C -0.49
6. C -0.40
7. C -0.28
8. H 0.32
9. H 0.27
10. H 0.28
11. H 0.28
12. H 0.32
13. H 0.30
14. H 0.34
15. H 0.31